Record 1
{
  "formula": "C15H25O4PSn",
  "method": "ωB97M-V/def2-TZVPD",
  "symbols": ["Sn", "O", "C", "C", "O", "C", "O", "C", "O", "C", "H", "H", "C", "H", "H", "C", "C", "C", "P", "C", "C", "C", "C", "C", "C", "H", "H", "H", "H", "H", "H", "H", "H", "H", "H", "H", "H", "H", "H", "H", "H", "H", "H", "H", "H", "H"],
  "xyz": [[-0.122, 0.519, -1.408], [0.352, 3.917, -2.513], [0.046, 2.942, -1.985], [-0.151, -1.935, -1.974], [-0.087, -3.007, -2.385], [2.241, 0.238, -1.825], [3.204, -0.102, -2.339], [-2.477, 0.157, -2.001], [-3.412, -0.042, -2.654], [0.103, 0.626, -6.355], [-0.828, 1.207, -6.238], [1.030, 1.217, -6.254], [0.109, -0.717, -6.249], [1.042, -1.306, -6.195], [-0.817, -1.315, -6.181], [-1.164, 2.654, 1.126], [-0.161, 1.798, 1.928], [-0.569, 1.583, 3.389], [0.183, 0.194, 1.020], [1.922, -0.487, 1.203], [2.421, -0.397, 2.647], [2.123, -1.889, 0.580], [-1.097, -1.189, 1.316], [-0.805, -1.963, 2.613], [-2.533, -0.657, 1.193], [-2.171, 2.210, 1.097], [-0.836, 2.827, 0.086], [-1.241, 3.669, 1.548], [0.815, 2.316, 1.904], [-1.580, 1.155, 3.467], [0.144, 0.939, 3.925], [-0.584, 2.548, 3.918], [2.501, 0.219, 0.582], [1.836, -1.048, 3.310], [3.469, -0.724, 2.695], [2.379, 0.638, 3.011], [1.597, -2.038, -0.380], [3.198, -2.046, 0.381], [1.821, -2.698, 1.264], [-0.913, -1.871, 0.462], [-0.784, -1.297, 3.492], [-1.597, -2.712, 2.778], [0.147, -2.519, 2.553], [-2.731, -0.241, 0.190], [-3.244, -1.487, 1.320], [-2.779, 0.115, 1.936]],
  "gap_ev": 7.074,
  "e_lumo_ev": -7.655,
  "total_charge": 2
}

Record 2
{
  "formula": "C15H26BN3O5P",
  "method": "ωB97M-V/def2-TZVPD",
  "symbols": ["C", "C", "P", "C", "N", "N", "C", "N", "C", "C", "C", "C", "O", "C", "O", "C", "B", "C", "O", "H", "H", "H", "H", "H", "H", "H", "H", "H", "H", "H", "H", "H", "H", "H", "H", "H", "H", "H", "H", "O", "C", "O", "C", "C", "C", "H", "H", "H", "H", "H", "H"],
  "xyz": [[3.717, -1.899, 3.934], [3.756, -1.672, 2.299], [2.300, -0.564, 1.652], [3.100, 0.493, 0.273], [0.985, -1.634, 0.976], [1.438, -2.863, 0.685], [0.332, -3.658, 0.155], [0.732, -5.118, -0.165], [-1.191, -3.294, -0.151], [-1.606, -1.770, 0.241], [-3.098, -1.139, 0.032], [-4.007, -1.023, 1.394], [-5.159, -0.096, 1.166], [-4.755, 1.306, 1.357], [-3.999, 2.020, 0.494], [-0.324, -1.018, 0.858], [-0.545, 0.546, 1.375], [0.011, 1.892, 0.602], [-1.277, 0.723, 2.672], [2.700, -1.471, 4.383], [4.653, -1.321, 4.365], [3.848, -3.032, 4.250], [4.740, -1.045, 2.046], [3.866, -2.681, 1.708], [2.319, 0.817, -0.559], [3.998, -0.081, -0.258], [3.518, 1.516, 0.721], [-0.144, -5.659, 0.089], [1.441, -5.372, 0.572], [-1.919, -4.082, -0.616], [-2.993, -0.137, -0.576], [-3.684, -1.887, -0.691], [-4.511, -2.091, 1.560], [-3.406, -0.772, 2.366], [-5.155, 1.898, 2.309], [1.041, 2.177, 1.133], [-0.727, 2.773, 0.871], [0.166, 1.768, -0.552], [-0.650, 1.175, 3.340], [2.158, 3.195, -2.311], [1.119, 3.052, -2.935], [-0.044, 2.581, -2.396], [-1.016, 2.442, -3.431], [-0.560, 3.363, -4.532], [0.941, 3.320, -4.399], [-1.040, 1.394, -3.749], [-2.003, 2.719, -3.049], [-0.921, 3.065, -5.520], [-0.917, 4.382, -4.335], [1.376, 2.494, -4.968], [1.397, 4.271, -4.684]],
  "gap_ev": 7.265,
  "e_lumo_ev": -4.696,
  "total_charge": 1,
  "e_above_lowest_ev": 9.791
}

Record 3
{
  "formula": "C15H26BrN4",
  "method": "ωB97M-V/def2-TZVPD",
  "symbols": ["N", "C", "C", "C", "Br", "H", "H", "H", "H", "H", "C", "C", "C", "C", "N", "H", "H", "H", "H", "H", "H", "H", "C", "C", "C", "C", "N", "H", "H", "H", "H", "H", "H", "H", "C", "C", "C", "C", "N", "H", "H", "H", "H", "H", "H", "H"],
  "xyz": [[0.434, 0.574, 0.853], [0.659, -0.644, 1.447], [0.270, -1.069, 2.984], [0.939, -0.135, 4.153], [2.688, 0.666, 3.611], [0.809, 0.502, -0.140], [1.161, -1.483, 0.769], [-0.915, -0.982, 3.106], [0.530, -2.197, 3.241], [1.176, -0.882, 5.044], [-1.532, 3.396, 5.456], [-2.858, 2.862, 5.981], [-2.776, 1.414, 6.464], [-2.490, 0.476, 5.371], [-2.259, -0.266, 4.509], [-1.199, 2.845, 4.572], [-1.636, 4.449, 5.172], [-0.752, 3.327, 6.221], [-3.619, 2.957, 5.197], [-3.182, 3.494, 6.817], [-3.733, 1.142, 6.924], [-2.012, 1.323, 7.244], [1.258, -4.314, -1.104], [0.353, -4.285, -2.329], [0.648, -3.116, -3.268], [0.355, -1.816, -2.652], [0.128, -0.787, -2.164], [1.111, -3.431, -0.476], [1.037, -5.197, -0.495], [2.312, -4.359, -1.397], [-0.693, -4.253, -2.002], [0.485, -5.223, -2.882], [0.037, -3.227, -4.172], [1.696, -3.150, -3.589], [1.769, 2.894, -6.077], [0.443, 2.359, -5.552], [0.525, 0.912, -5.069], [0.812, -0.026, -6.162], [1.043, -0.769, -7.024], [2.103, 2.342, -6.961], [1.665, 3.946, -6.360], [2.550, 2.825, -5.312], [-0.318, 2.454, -6.336], [0.119, 2.991, -4.716], [-0.431, 0.639, -4.608], [1.290, 0.821, -4.288]],
  "gap_ev": 3.901,
  "e_lumo_ev": 2.470,
  "total_charge": -1
}

Record 4
{
  "formula": "C15H26Cl2N5O",
  "method": "ωB97M-V/def2-TZVPD",
  "symbols": ["C", "C", "N", "C", "N", "C", "C", "N", "N", "C", "C", "C", "C", "O", "C", "C", "C", "C", "C", "N", "H", "H", "H", "H", "H", "H", "H", "H", "H", "H", "H", "H", "H", "H", "H", "H", "H", "H", "H", "H", "H", "H", "H", "H", "C", "Cl", "Cl", "H", "H"],
  "xyz": [[-1.565, -0.766, 4.075], [-0.512, -0.317, 3.338], [-0.649, 0.315, 2.064], [0.073, -0.051, 1.033], [-0.091, 0.580, -0.140], [-1.466, 0.863, -0.621], [-1.737, 2.365, -0.921], [-2.015, 2.637, -2.335], [1.030, -1.055, 1.238], [2.426, -0.518, 1.024], [2.612, 0.922, 1.563], [2.646, 1.982, 0.446], [1.867, 3.270, 0.765], [0.692, 3.033, 1.554], [0.815, -2.185, 0.364], [-0.394, -2.452, -0.258], [-0.576, -3.555, -1.080], [0.524, -4.396, -1.215], [1.683, -4.061, -0.529], [1.863, -2.989, 0.232], [-2.346, -0.131, 4.487], [-1.608, -1.819, 4.339], [0.490, -0.381, 3.742], [-1.340, 1.052, 1.973], [0.468, 0.118, -0.846], [-2.240, 0.479, 0.042], [-1.587, 0.332, -1.562], [-2.653, 2.653, -0.404], [-0.917, 2.991, -0.584], [-1.157, 2.583, -2.869], [-2.689, 1.977, -2.703], [2.710, -0.529, -0.027], [3.084, -1.166, 1.588], [3.603, 0.934, 2.015], [1.913, 1.180, 2.355], [3.673, 2.284, 0.241], [2.266, 1.605, -0.500], [2.491, 4.045, 1.208], [1.529, 3.685, -0.189], [0.716, 3.661, 2.281], [-1.248, -1.800, -0.111], [-1.510, -3.747, -1.582], [0.476, -5.292, -1.814], [2.527, -4.736, -0.615], [-2.654, -0.735, -4.299], [-2.981, -1.635, -2.803], [-3.957, 0.387, -4.678], [-1.735, -0.174, -4.171], [-2.551, -1.445, -5.111]],
  "gap_ev": 8.182,
  "e_lumo_ev": -3.633,
  "total_charge": 1
}

Record 5
{
  "formula": "C15H26FO13P2",
  "method": "ωB97M-V/def2-TZVPD",
  "symbols": ["O", "P", "P", "C", "C", "C", "F", "H", "H", "H", "H", "H", "H", "H", "H", "H", "H", "C", "C", "O", "C", "O", "O", "H", "H", "H", "H", "C", "C", "O", "C", "O", "O", "H", "H", "H", "H", "C", "C", "O", "C", "O", "O", "H", "H", "H", "H", "C", "C", "O", "C", "O", "O", "H", "H", "H", "H"],
  "xyz": [[4.687, -1.695, 2.085], [5.941, -1.011, 1.406], [5.378, 1.045, 0.774], [3.756, 1.440, 1.777], [2.530, 1.313, 0.663], [1.808, -0.159, 0.635], [2.660, -1.124, -0.109], [7.106, -1.027, 2.265], [6.285, -1.701, 0.187], [6.407, 2.015, 1.062], [5.080, 1.072, -0.653], [3.856, 2.555, 2.171], [3.641, 0.679, 2.670], [1.728, 2.112, 0.967], [2.950, 1.523, -0.429], [1.577, -0.493, 1.733], [0.763, -0.022, 0.099], [-2.535, -0.529, -1.624], [-2.230, 0.494, -2.670], [-1.947, 1.657, -1.914], [-1.554, 1.239, -0.675], [-1.074, 1.967, 0.177], [-1.768, -0.100, -0.515], [-2.243, -1.537, -1.931], [-3.593, -0.535, -1.342], [-1.347, 0.235, -3.264], [-3.074, 0.666, -3.343], [3.121, 2.008, 6.880], [2.932, 1.382, 5.536], [3.434, 2.362, 4.647], [4.308, 3.132, 5.359], [5.051, 3.965, 4.866], [4.244, 2.848, 6.692], [3.317, 1.267, 7.660], [2.265, 2.622, 7.179], [3.517, 0.464, 5.416], [1.882, 1.165, 5.322], [-1.563, -1.305, -6.977], [-0.835, -2.610, -7.005], [-0.810, -2.998, -5.644], [-1.852, -2.364, -5.031], [-2.230, -2.600, -3.896], [-2.416, -1.433, -5.855], [-2.143, -1.133, -7.888], [-0.891, -0.456, -6.816], [-1.369, -3.374, -7.580], [0.180, -2.513, -7.399], [-6.991, -1.610, 1.056], [-6.312, -0.280, 1.001], [-5.532, -0.362, -0.177], [-6.118, -1.301, -0.976], [-5.808, -1.507, -2.138], [-7.095, -1.979, -0.306], [-7.980, -1.554, 1.519], [-6.394, -2.363, 1.582], [-7.021, 0.548, 0.899], [-5.678, -0.100, 1.874]],
  "gap_ev": 8.599,
  "e_lumo_ev": -3.882,
  "total_charge": 1
}

Record 6
{
  "formula": "C15H26IN4O2Ru",
  "method": "ωB97M-V/def2-TZVPD",
  "symbols": ["C", "I", "H", "H", "H", "C", "C", "N", "C", "N", "H", "H", "C", "C", "N", "H", "N", "H", "Ru", "C", "O", "C", "C", "H", "H", "H", "C", "H", "H", "H", "C", "H", "H", "H", "C", "H", "H", "H", "C", "C", "C", "O", "H", "H", "H", "H", "H", "H", "H"],
  "xyz": [[3.096, 1.529, -2.445], [3.196, 0.097, -0.312], [3.938, 2.126, -2.084], [2.200, 2.122, -2.631], [3.419, 0.788, -3.171], [0.003, -4.062, 0.155], [0.813, -3.832, 1.205], [1.360, -2.576, 1.025], [0.945, -2.032, -0.153], [0.076, -2.952, -0.667], [-0.630, -4.902, -0.074], [1.042, -4.437, 2.070], [-1.546, 3.480, -0.607], [0.118, 1.945, -0.703], [-1.155, 2.248, -1.102], [-0.437, 4.867, 0.699], [0.470, 2.992, 0.113], [-2.521, 3.893, -0.821], [0.695, -0.034, -0.570], [0.987, -0.056, -2.386], [1.127, -0.156, -3.558], [-0.527, 3.952, 0.135], [1.753, 3.216, 0.747], [1.605, 3.939, 1.559], [2.476, 3.625, 0.027], [2.133, 2.270, 1.144], [-2.034, 1.440, -1.929], [-2.536, 2.102, -2.647], [-2.802, 0.966, -1.299], [-1.458, 0.679, -2.464], [-0.739, -2.841, -1.866], [-0.595, -3.752, -2.459], [-0.430, -1.976, -2.452], [-1.803, -2.750, -1.598], [2.260, -1.986, 2.001], [1.956, -0.964, 2.257], [3.282, -1.981, 1.606], [2.220, -2.612, 2.899], [-3.174, -0.612, 1.447], [-1.772, -0.028, 1.425], [-0.969, -0.454, 2.631], [-1.242, -0.413, 0.192], [-3.136, -1.699, 1.319], [-3.763, -0.189, 0.633], [-3.676, -0.383, 2.388], [-1.887, 1.072, 1.481], [-0.851, -1.543, 2.644], [0.010, 0.027, 2.650], [-1.499, -0.153, 3.545]],
  "gap_ev": [1.837, 6.727],
  "e_lumo_ev": [4.376, 4.080],
  "total_charge": -2,
  "spin_multiplicity": 6
}

Record 7
{
  "formula": "C15H26N2O5",
  "method": "ωB97M-V/def2-TZVPD",
  "symbols": ["C", "H", "H", "H", "C", "C", "H", "H", "H", "C", "C", "N", "C", "O", "C", "N", "C", "O", "C", "C", "C", "O", "O", "H", "O", "H", "H", "H", "C", "H", "H", "C", "C", "H", "H", "H", "C", "H", "H", "H", "H", "H", "H", "H", "H", "H", "H", "H"],
  "xyz": [[4.116, -2.926, -2.698], [3.641, -3.709, -2.239], [4.859, -3.191, -3.278], [3.372, -2.576, -3.550], [4.476, -1.667, -1.985], [5.190, -0.641, -2.532], [4.612, -0.258, -3.208], [5.277, 0.131, -1.980], [5.985, -1.031, -3.127], [3.142, -1.269, -1.130], [2.407, -2.556, -0.166], [1.384, -1.939, 0.451], [0.215, -1.989, 0.219], [-0.291, -3.076, -0.331], [-0.843, -1.239, 1.065], [-0.739, 0.055, 0.744], [0.198, 1.149, 0.928], [1.178, 0.844, 1.628], [-0.364, 2.367, 0.254], [-1.404, 3.033, 0.770], [-1.421, 4.572, 0.609], [-1.994, 5.061, 1.652], [-0.714, 5.059, -0.153], [-0.635, 6.020, -0.017], [-1.495, 2.369, -0.781], [-2.188, 2.688, 1.381], [0.800, 3.073, -0.030], [-1.734, 0.245, 0.008], [-2.133, -1.838, 1.444], [-2.801, -0.976, 1.943], [-2.274, -2.711, 2.019], [-3.011, -2.263, -0.012], [-4.411, -2.807, 0.606], [-4.866, -1.933, 0.970], [-4.182, -3.574, 1.288], [-5.079, -3.311, -0.195], [-3.282, -1.148, -1.086], [-2.203, -0.974, -1.175], [-3.911, -1.577, -1.677], [-3.629, -0.456, -0.411], [-2.394, -2.985, -0.177], [-0.256, -1.340, 2.391], [1.733, -1.038, 1.123], [2.229, -3.149, -0.788], [3.261, -2.874, 0.406], [2.348, -0.872, -1.859], [3.414, -0.317, -0.479], [5.137, -1.991, -1.002]],
  "gap_ev": 8.387,
  "e_lumo_ev": -0.049,
  "e_above_lowest_ev": 18.196
}

Record 8
{
  "formula": "C15H26N2OS",
  "method": "ωB97M-V/def2-TZVPD",
  "symbols": ["O", "C", "C", "C", "C", "C", "C", "C", "C", "N", "C", "C", "S", "C", "C", "C", "N", "C", "C", "H", "H", "H", "H", "H", "H", "H", "H", "H", "H", "H", "H", "H", "H", "H", "H", "H", "H", "H", "H", "H", "H", "H", "H", "H", "H"],
  "xyz": [[0.334, 0.712, 0.621], [-0.453, 0.233, -0.184], [-1.819, -0.355, 0.240], [-1.920, -0.563, 1.765], [-1.413, -1.906, 2.308], [-2.008, -2.314, 3.664], [-1.217, -3.658, 3.974], [0.071, -3.478, 3.334], [0.104, -2.162, 2.703], [-0.100, 0.412, -1.530], [-0.505, -0.629, -2.480], [0.641, -0.846, -3.341], [1.286, 0.853, -3.744], [0.866, 1.484, -1.980], [2.317, 1.669, -1.486], [2.878, 3.042, -1.876], [2.003, 4.089, -1.519], [0.773, 4.143, -2.227], [0.021, 2.873, -2.079], [-1.923, -1.387, -0.183], [-2.573, 0.337, -0.050], [-1.629, 0.293, 2.297], [-3.077, -0.789, 1.787], [-1.599, -2.696, 1.581], [-1.876, -1.511, 4.430], [-3.157, -2.358, 3.521], [-1.750, -4.486, 3.408], [-1.165, -4.047, 5.041], [0.925, -3.732, 3.875], [-0.029, -4.122, 2.447], [0.686, -2.072, 1.754], [0.645, -1.389, 3.340], [-1.353, -0.124, -2.994], [-0.824, -1.597, -2.030], [0.443, -1.462, -4.244], [1.326, -1.401, -2.739], [2.365, 1.652, -0.419], [3.070, 0.886, -1.864], [3.217, 2.962, -2.802], [3.818, 3.238, -1.338], [2.490, 4.993, -1.652], [0.273, 4.914, -1.809], [1.090, 4.385, -3.268], [-0.618, 2.818, -2.927], [-0.635, 3.094, -1.325]],
  "gap_ev": 9.196,
  "e_lumo_ev": 0.670,
  "smiles": "O=C(CCC1CCCC1)N1CCSC12CCNCC2",
  "e_above_lowest_ev": 4.408
}